DFT (ωB97M-V/def2-TZVPD) results for a molecular structure, C26H23FN5O4Zr in a non-equilibrium geometry.

```
60
Properties=species:S:1:pos:R:3:forces:R:3:lowdin_charge:R:1
Zr 1.688453 0.395902 0.257864 0.2 1.1 0.1 1.898
C 4.719533 -0.616417 0.518153 0.0 0.2 -0.1 -0.054
N 3.958507 0.469207 -0.146493 0.2 -0.1 -0.3 -0.384
C 4.160012 0.352273 -1.620012 0.1 0.1 0.2 -0.056
C 4.430100 1.815516 0.306784 0.0 -0.2 -0.2 -0.152
C 3.442047 2.872954 -0.107253 0.1 0.0 -0.1 -0.269
C 3.881072 4.138365 -0.460762 -0.1 0.1 0.0 -0.033
C 2.953643 5.108348 -0.819403 0.0 0.0 0.0 -0.061
C 1.599130 4.803904 -0.840548 0.0 0.0 0.0 -0.076
C 1.169995 3.526987 -0.503361 0.0 0.0 0.0 -0.108
C 2.078485 2.532149 -0.125106 0.1 0.1 0.0 -0.226
H 5.765433 -0.576266 0.208467 0.1 0.0 0.0 0.106
H 4.305262 -1.581831 0.233198 0.0 0.0 0.0 0.093
H 4.666114 -0.501495 1.598204 0.0 0.0 0.0 0.082
H 5.219503 0.482406 -1.848049 0.0 0.0 0.0 0.105
H 3.588621 1.121843 -2.132420 0.0 0.0 0.0 0.098
H 3.831482 -0.626243 -1.958430 0.0 0.0 0.0 0.091
H 5.425973 1.992976 -0.108134 0.0 0.0 0.0 0.136
H 4.527093 1.785748 1.390553 0.0 0.0 0.1 0.092
H 4.939167 4.376446 -0.457083 0.0 0.0 0.0 0.118
H 3.292703 6.099687 -1.093174 0.0 0.0 0.0 0.111
H 0.882289 5.561619 -1.130843 0.0 0.0 0.0 0.107
H 0.109713 3.303883 -0.537997 0.0 0.0 0.0 0.088
C -3.218057 -4.636530 -1.814394 0.0 -0.1 -0.1 -0.044
C -3.853869 -3.586028 -0.925361 0.3 0.3 0.1 -0.282
C -5.200560 -3.122509 -1.443616 0.0 0.0 -0.1 -0.140
C -5.843468 -2.189028 -0.437712 0.0 0.1 0.1 -0.118
C -4.916448 -1.055262 -0.087875 0.1 0.0 0.0 -0.119
C -5.403832 0.133255 0.391793 -0.1 0.0 0.0 0.079
C -4.547717 1.189802 0.712477 -0.2 0.0 0.0 -0.245
F -5.101274 2.311471 1.177985 0.0 0.0 0.0 0.101
C -3.201316 1.104503 0.559345 0.1 0.0 0.0 0.093
C -2.675810 -0.097493 0.056268 -0.1 0.0 0.1 -0.040
C -1.265060 -0.229963 -0.134674 0.5 0.5 -0.1 -0.245
O -0.449153 0.714390 0.202757 -0.3 -0.5 0.0 -0.133
C -0.798538 -1.428296 -0.705162 -0.1 -0.4 -0.2 -0.030
C -1.657441 -2.466748 -0.945915 -0.1 0.0 0.0 0.053
N -2.969012 -2.374142 -0.741561 -0.2 0.0 0.1 0.055
C -3.518368 -1.176777 -0.258407 0.0 -0.4 -0.2 -0.043
C 0.685128 -1.435218 -0.878274 -0.1 0.1 -0.2 -0.587
O 1.446713 -1.967154 -0.048686 -0.3 -0.3 0.0 0.026
O 1.146396 -0.461069 -1.596003 -0.1 -0.4 -0.2 -0.097
H -3.966835 -5.405782 -2.000518 0.0 0.0 0.0 0.097
H -2.362910 -5.131821 -1.355324 0.0 0.0 0.0 0.086
H -2.917391 -4.227290 -2.781646 0.0 0.0 0.0 0.103
H -3.988877 -3.995595 0.079059 0.0 0.0 0.0 0.164
H -5.822255 -4.001223 -1.611450 0.0 0.0 0.0 0.130
H -5.068636 -2.629144 -2.411805 0.0 0.0 0.0 0.141
H -6.083130 -2.750084 0.470402 0.0 0.0 0.0 0.136
H -6.783579 -1.785773 -0.811825 0.0 0.0 0.0 0.129
H -6.470745 0.270274 0.523122 0.0 0.0 0.0 0.144
H -2.547315 1.927121 0.808844 0.0 0.0 0.0 0.141
H -1.290927 -3.411106 -1.314740 0.0 0.0 0.0 0.139
O 1.281183 -0.134864 2.164134 -0.2 -0.2 0.9 -0.233
N 2.350888 0.590741 2.455031 0.0 0.0 -0.3 -0.082
C 2.658050 0.779133 3.678826 0.2 0.1 0.4 -0.246
C 3.855439 1.549309 3.932350 -0.4 -0.1 0.1 -0.143
N 4.803582 2.174448 4.096782 0.0 -0.1 0.0 0.209
C 1.851312 0.252669 4.751999 0.2 0.2 -0.1 -0.127
N 1.209497 -0.136195 5.619639 0.0 0.0 0.0 0.218
```
Positions in Å, forces in eV/Å.

Calculated values
calculated total energy: -46969.3638 eV
ΔE to the lowest compared entry with this formula, charge and spin: 0.000 eV
orbital gap: 8.04 eV
highest occupied orbital energy: -11.64 eV
multiplicity: 1
net charge: +1